This record from the OMol25 dataset describes a 9-piece molecular cluster, C48H114N6O9 overall in a non-equilibrium geometry. The level of theory is ωB97M-V/def2-TZVPD.

* maximum force: 2.16 eV Å⁻¹
* SMILES: CC1(C)CCCC(C)(C)N1O.CC1(C)CCCC(C)(C)N1O.CC1(C)CCCC(C)(C)N1O.COC[C@H](C)N.COC[C@H](C)N.COC[C@H](C)N.CC(C)O.CC(C)O.CC(C)O
* energy: -2902.75703 Eh

ORCA input file:
```
! wB97M-V def2-TZVPD RIJCOSX def2/J DEFGRID3
* xyz 0 1
C -1.959 -1.666 5.576
C -0.925 -2.279 4.644
C 0.440 -1.456 4.825
C -0.550 -3.792 4.968
C -1.600 -4.770 4.518
C -2.036 -4.568 3.017
C -2.335 -3.067 2.637
C -2.171 -2.872 1.085
C -3.759 -2.668 3.121
N -1.333 -2.186 3.215
O -1.632 -0.821 2.952
H -2.363 -0.792 5.076
H -2.839 -2.337 5.719
H -1.523 -1.366 6.488
H 0.792 -1.552 5.855
H 1.191 -1.962 4.207
H 0.321 -0.414 4.582
H 0.445 -4.006 4.512
H -0.377 -3.878 6.027
H -1.171 -5.766 4.637
H -2.427 -4.718 5.262
H -2.867 -5.247 2.831
H -1.166 -4.844 2.374
H -2.671 -1.949 0.795
H -2.680 -3.729 0.704
H -1.174 -2.897 0.687
H -3.795 -1.570 3.029
H -3.966 -3.028 4.158
H -4.538 -3.033 2.437
H -0.954 -0.622 2.243
C -1.859 -1.828 -3.332
C -2.620 -2.002 -4.666
C -2.360 -3.392 -5.233
C -4.103 -1.915 -4.275
C -5.058 -1.833 -5.498
C -4.547 -0.713 -6.495
C -3.074 -0.834 -6.810
C -2.696 -1.978 -7.837
C -2.668 0.468 -7.439
N -2.302 -0.911 -5.552
O -0.969 -1.036 -5.904
H -2.315 -2.425 -2.558
H -0.832 -2.174 -3.467
H -1.836 -0.784 -3.143
H -1.482 -3.337 -5.898
H -2.127 -4.081 -4.453
H -3.230 -3.779 -5.705
H -4.309 -2.820 -3.725
H -4.261 -1.026 -3.658
H -5.132 -2.810 -5.968
H -6.073 -1.557 -5.141
H -4.663 0.244 -5.921
H -5.108 -0.582 -7.461
H -3.022 -1.617 -8.799
H -3.167 -2.926 -7.652
H -1.621 -2.048 -7.895
H -3.374 0.622 -8.256
H -1.675 0.414 -7.906
H -2.751 1.329 -6.737
H -0.541 -0.245 -5.555
C 5.040 -1.171 4.120
C 4.761 0.057 3.182
C 3.597 0.879 3.781
C 6.022 0.912 3.067
C 7.090 0.312 2.206
C 6.476 -0.118 0.859
C 5.256 -1.056 0.957
C 4.663 -1.192 -0.476
C 5.582 -2.431 1.479
N 4.261 -0.389 1.814
O 3.132 -1.285 2.022
H 4.553 -2.077 3.740
H 6.077 -1.323 4.300
H 4.590 -0.951 5.106
H 3.380 1.862 3.380
H 2.699 0.284 3.771
H 3.892 1.132 4.795
H 5.815 1.873 2.575
H 6.444 1.077 4.084
H 7.919 1.041 2.114
H 7.511 -0.537 2.793
H 7.169 -0.599 0.192
H 6.157 0.757 0.306
H 5.467 -1.513 -1.149
H 4.400 -0.210 -0.906
H 3.809 -1.841 -0.552
H 6.265 -2.504 2.295
H 5.926 -3.097 0.694
H 4.589 -2.791 1.799
H 2.359 -0.736 2.009
C -2.870 2.231 -4.131
O -2.536 3.169 -3.158
C -1.901 2.606 -2.030
C -1.844 3.667 -0.954
C -3.263 4.085 -0.564
N -1.030 4.844 -1.232
H -3.200 2.789 -5.004
H -3.568 1.474 -3.767
H -1.961 1.669 -4.440
H -2.430 1.658 -1.696
H -0.861 2.331 -2.312
H -1.443 3.277 -0.033
H -3.978 3.279 -0.357
H -3.750 4.706 -1.283
H -3.330 4.703 0.354
H -1.366 5.350 -2.026
H -0.126 4.453 -1.415
C 4.402 3.228 -0.403
O 4.072 4.371 -1.142
C 2.704 4.519 -1.420
C 2.321 5.828 -2.115
C 2.738 5.904 -3.563
N 2.600 7.073 -1.426
H 4.246 2.220 -0.806
H 3.952 3.349 0.566
H 5.486 3.296 -0.315
H 2.430 3.685 -2.069
H 2.057 4.511 -0.519
H 1.206 5.797 -2.080
H 2.343 6.865 -3.913
H 2.274 5.081 -4.107
H 3.848 5.908 -3.757
H 2.034 7.138 -0.605
H 3.571 7.148 -1.157
C -0.988 -5.594 -1.226
O -0.005 -5.292 -0.314
C 0.980 -4.409 -0.812
C 1.979 -4.129 0.236
C 2.812 -5.388 0.484
N 1.272 -3.529 1.356
H -1.595 -6.408 -0.744
H -0.582 -6.000 -2.158
H -1.599 -4.726 -1.458
H 1.500 -4.911 -1.606
H 0.518 -3.443 -1.135
H 2.674 -3.366 -0.116
H 3.760 -5.221 1.064
H 3.079 -5.821 -0.484
H 2.217 -6.166 0.995
H 0.620 -4.185 1.687
H 1.860 -3.134 2.084
C -4.789 1.116 1.740
C -3.880 2.162 2.481
C -3.854 1.893 4.007
O -2.544 2.117 2.061
H -4.892 1.371 0.698
H -5.788 1.032 2.192
H -4.281 0.161 1.817
H -4.294 3.119 2.154
H -3.554 0.860 4.160
H -4.857 1.972 4.463
H -3.162 2.578 4.571
H -2.045 1.536 2.680
C -0.178 -0.338 -0.851
C 0.841 0.017 0.211
C 0.778 1.445 0.737
O 0.626 -0.708 1.384
H -0.031 -1.404 -1.187
H -0.103 0.221 -1.772
H -1.212 -0.316 -0.500
H 1.884 -0.189 -0.169
H 1.428 1.506 1.617
H -0.300 1.552 0.990
H 1.111 2.214 0.021
H 0.636 -1.670 1.140
C -1.563 5.464 2.731
C -0.106 5.690 2.308
C 0.659 4.391 2.157
O -0.059 6.363 1.083
H -1.521 5.244 3.831
H -2.012 4.623 2.145
H -2.167 6.344 2.618
H 0.442 6.292 3.043
H 1.726 4.561 2.031
H 0.251 3.754 1.339
H 0.519 3.804 3.077
H -0.535 5.805 0.424
*
```

Results of the Mulliken charge analysis, in e, for atoms 1 through 2: C -1.508; C 1.020

=====

This record from the OMol25 dataset describes a 12-piece molecular cluster, C48H117N7O22 overall in a non-equilibrium geometry. The level of theory is ωB97M-V/def2-TZVPD.

* maximum force: 5.99 eV Å⁻¹
* SMILES: COC[C@H](C)N.COC[C@H](C)N.COC[C@H](C)N.COC[C@H](C)N.COC[C@H](C)N.COC[C@H](C)N.COC[C@H](C)N.CCOC(=O)OC.CCOC(=O)OC.CCOC(=O)OC.CCOC(=O)OC.CCOC(=O)OC
* energy: -3937.33357 Eh

ORCA input file:
```
! wB97M-V def2-TZVPD RIJCOSX def2/J DEFGRID3
* xyz 0 1
C -4.009 0.295 -7.677
O -3.365 -0.944 -7.279
C -2.635 -0.792 -6.064
C -2.105 -2.195 -5.674
C -3.293 -3.089 -5.104
N -1.006 -1.968 -4.710
H -4.743 0.563 -6.917
H -4.532 0.139 -8.620
H -3.248 1.063 -7.822
H -1.745 -0.172 -6.173
H -3.211 -0.235 -5.324
H -1.779 -2.745 -6.557
H -3.600 -2.761 -4.111
H -2.980 -4.107 -4.872
H -4.100 -3.064 -5.836
H -0.544 -1.115 -4.992
H -0.275 -2.664 -4.761
C -5.049 -5.682 -2.942
O -4.073 -5.716 -1.914
C -4.207 -4.477 -1.141
C -3.281 -4.550 0.123
C -3.565 -3.465 1.128
N -1.956 -4.316 -0.350
H -4.989 -4.834 -3.624
H -5.993 -5.802 -2.411
H -5.044 -6.604 -3.523
H -3.973 -3.588 -1.728
H -5.226 -4.469 -0.754
H -3.482 -5.480 0.656
H -4.422 -3.851 1.679
H -3.828 -2.526 0.642
H -2.811 -3.378 1.910
H -1.839 -3.385 -0.725
H -1.300 -4.403 0.413
C 7.414 4.136 1.094
O 7.206 2.926 0.330
C 5.876 2.401 0.573
C 5.816 0.989 0.027
C 4.493 0.240 0.304
N 6.838 0.238 0.710
H 8.267 4.641 0.640
H 7.740 3.840 2.091
H 6.551 4.752 1.346
H 5.761 2.428 1.657
H 5.070 3.065 0.261
H 6.041 0.895 -1.035
H 4.632 -0.747 -0.136
H 3.668 0.691 -0.247
H 4.268 -0.005 1.342
H 6.621 0.315 1.694
H 7.560 0.905 0.478
C 0.906 -0.532 1.609
O -0.372 -0.093 1.275
C -1.044 -0.928 0.408
C -0.640 -0.770 -1.091
C -0.738 0.596 -1.769
N -1.369 -1.749 -1.794
H 1.629 -0.665 0.804
H 0.916 -1.454 2.190
H 1.332 0.175 2.321
H -0.839 -1.926 0.797
H -2.049 -0.585 0.654
H 0.424 -1.007 -1.057
H -1.790 0.863 -1.674
H -0.579 0.533 -2.845
H -0.244 1.467 -1.338
H -2.338 -1.469 -1.748
H -1.177 -1.738 -2.785
C 1.861 -0.555 5.675
O 2.232 -0.358 7.070
C 1.290 0.446 7.758
C 1.538 0.547 9.250
C 0.571 1.508 10.049
N 2.900 0.909 9.528
H 2.627 -1.161 5.191
H 1.858 0.348 5.064
H 0.837 -0.923 5.604
H 1.319 1.490 7.447
H 0.248 0.141 7.670
H 1.317 -0.413 9.716
H 0.897 1.554 11.088
H -0.482 1.228 10.059
H 0.648 2.532 9.684
H 3.296 0.559 10.389
H 3.414 0.355 8.858
C 1.378 6.213 1.876
O 1.640 4.866 2.240
C 2.833 4.671 3.130
C 2.741 3.207 3.747
C 4.000 3.040 4.661
N 2.802 2.388 2.525
H 2.230 6.891 1.834
H 0.668 6.686 2.555
H 0.807 6.272 0.949
H 3.741 4.729 2.529
H 2.873 5.501 3.835
H 1.843 3.009 4.331
H 4.076 3.863 5.371
H 4.924 3.104 4.087
H 4.067 2.170 5.315
H 3.567 2.588 1.896
H 1.957 2.667 2.047
C -2.300 5.170 4.788
O -3.193 4.114 4.587
C -2.679 2.776 4.694
C -1.697 2.579 3.601
C -2.276 3.076 2.303
N -1.556 1.092 3.414
H -1.577 5.322 3.987
H -1.835 5.122 5.773
H -2.882 6.057 5.040
H -2.300 2.654 5.709
H -3.648 2.308 4.519
H -0.720 3.009 3.825
H -2.159 4.160 2.309
H -3.329 2.864 2.120
H -1.640 2.759 1.477
H -2.531 0.867 3.279
H -1.084 0.988 2.527
C 2.838 -2.143 -1.768
C 2.297 -1.134 -2.689
O 3.033 -1.271 -3.849
C 2.771 -0.518 -4.982
O 1.702 -0.037 -5.270
O 3.787 -0.568 -5.870
C 3.639 0.180 -7.086
H 2.569 -1.954 -0.729
H 3.923 -2.165 -1.667
H 2.563 -3.174 -1.989
H 2.326 -0.203 -2.123
H 1.250 -1.409 -2.823
H 3.192 1.172 -7.014
H 2.885 -0.455 -7.550
H 4.527 0.275 -7.711
C -6.770 0.991 1.427
C -5.435 0.451 0.753
O -5.184 1.300 -0.386
C -4.622 0.744 -1.536
O -4.369 -0.470 -1.758
O -4.437 1.800 -2.402
C -4.182 1.706 -3.770
H -6.639 2.013 1.781
H -6.987 0.311 2.251
H -7.707 1.096 0.881
H -5.547 -0.614 0.547
H -4.683 0.630 1.522
H -3.235 1.172 -3.842
H -4.082 2.725 -4.143
H -4.914 1.063 -4.258
C 0.517 -4.011 6.333
C 0.487 -3.675 4.845
O 0.623 -4.828 4.015
C 0.229 -4.798 2.724
O -0.364 -3.923 2.143
O 0.441 -6.030 2.212
C 0.100 -6.360 0.880
H -0.386 -4.582 6.551
H 0.493 -3.158 7.011
H 1.284 -4.732 6.614
H 1.300 -3.046 4.484
H -0.359 -3.103 4.462
H 0.318 -5.618 0.112
H -0.981 -6.493 0.912
H 0.523 -7.314 0.564
C 4.146 -3.993 -6.490
C 2.991 -5.033 -6.808
O 2.236 -5.609 -5.747
C 1.289 -4.919 -5.132
O 0.946 -3.684 -5.348
O 0.916 -5.658 -4.051
C 0.057 -5.034 -3.060
H 4.150 -3.185 -7.222
H 5.164 -4.380 -6.463
H 3.920 -3.593 -5.502
H 3.481 -5.871 -7.304
H 2.221 -4.685 -7.496
H 0.185 -3.952 -3.072
H 0.119 -5.480 -2.067
H -0.991 -5.190 -3.315
C -2.357 4.000 -1.692
C -1.482 5.131 -1.172
O -0.571 5.618 -2.200
C -0.961 6.222 -3.281
O -2.100 6.537 -3.581
O 0.142 6.413 -4.093
C -0.034 6.812 -5.479
H -1.739 3.255 -2.193
H -3.070 4.442 -2.387
H -2.893 3.426 -0.935
H -0.846 4.881 -0.322
H -2.074 5.989 -0.856
H 0.935 6.883 -5.973
H -0.672 7.688 -5.596
H -0.603 6.026 -5.977
*
```

Results of the Mulliken charge analysis, in e, for atoms 1 through 2: C -0.682; O -0.433

=====

- Which of these has the lowest energy?
  C48H117N7O22

=====

- maximum force of number 2 (C48H117N7O22)?
  5.99 eV Å⁻¹

=====

- What is the formula in the second record?
  C48H117N7O22